19
Properties=species:S:1:pos:R:3:forces:R:3 method="wB97M-V/def2-TZVPD" multiplicity=2 e_tot_ev=-7893.5818 charge=-1 e_homo_ha="0.040 / -0.185" de_lowest_kj_mol=154.1 homo_lumo_gap_ev="2.953 / 8.921" lumo_ev="4.05 / 3.89"
C 1.6142 -0.3472 2.1352 -2.276 -1.383 -1.713
C 0.2990 0.0106 1.3498 -0.309 1.536 2.394
N 0.2349 -0.7432 0.1415 -2.237 0.187 0.884
C -1.0688 -0.7128 -0.5665 1.111 -1.472 -0.182
C -0.8778 -0.7721 -2.0772 -1.389 -2.095 -0.478
H 1.5813 -1.4385 2.2637 0.771 -0.273 -1.659
H 1.8396 -0.2686 3.1387 -0.641 2.041 2.670
H 2.3705 0.1614 1.6186 1.749 -0.255 -0.972
H -0.5459 -0.3034 1.9532 -0.352 -0.287 0.302
H 0.0996 1.1555 1.2991 0.777 -1.560 -0.446
H 1.0417 -0.6954 -0.4003 1.154 0.478 -1.392
H -1.6507 -1.6259 -0.2243 0.496 0.940 -0.317
H -1.7214 0.1345 -0.4272 0.116 0.648 0.849
H -0.9315 0.1513 -2.6056 -0.587 0.959 -0.072
H 0.0701 -1.1348 -2.4499 0.313 -0.708 0.387
H -1.7123 -1.4953 -2.4163 1.233 1.150 -0.220
H -0.3699 1.8811 -1.1213 -0.319 1.733 0.491
H 0.3082 3.2122 -0.8042 0.348 0.230 0.005
O -0.5809 2.8307 -0.8069 0.042 -1.869 -0.531

---

19
Properties=species:S:1:pos:R:3:forces:R:3 method="wB97M-V/def2-TZVPD" e_tot_ev=-7895.0297 charge=0 e_homo_ha=-0.347 de_lowest_kj_mol=157.4 homo_lumo_gap_ev=10.277 lumo_ev=0.83 smiles=CCOCC.N
C -0.0336 0.0403 2.5594 1.161 1.309 -0.910
C -0.8156 1.3194 2.2731 2.000 0.971 -0.048
O -1.4213 1.3462 1.0180 -2.617 0.406 -0.468
C -0.7052 1.1169 -0.2069 0.020 -0.122 1.311
C 0.6123 1.8972 -0.1893 0.907 -2.380 -0.492
H -0.6944 -0.8155 2.4829 0.081 -0.266 0.967
H 0.7383 -0.1206 1.7962 -0.277 0.042 -0.240
H 0.6216 0.2847 3.4132 -0.868 -0.984 0.419
H -0.1793 2.2382 2.2985 0.345 -0.762 0.297
H -1.4517 1.5271 3.1510 -0.855 -0.344 -1.014
H -1.3314 1.3679 -1.0831 -0.092 0.179 0.854
H -0.6073 0.0198 -0.1974 0.694 0.244 -0.653
H 0.9775 2.0761 -1.2072 -0.199 0.390 0.254
H 1.3412 1.1619 0.2305 -0.116 0.920 -0.092
H 0.6041 2.7662 0.4472 -0.184 0.397 -0.184
N 0.6611 -4.0123 -4.4656 0.957 0.453 0.470
H 0.7625 -3.2334 -3.8206 -0.503 0.305 -0.340
H -0.3089 -4.2820 -4.5224 -0.009 -0.206 0.282
H 1.2301 -4.6980 -3.9772 -0.447 -0.552 -0.410

---

19
Properties=species:S:1:pos:R:3:forces:R:3 method="wB97M-V/def2-TZVPD" e_tot_ev=-7894.5003 charge=0 e_homo_ha=-0.322 de_lowest_kj_mol=208.5 homo_lumo_gap_ev=9.755 lumo_ev=0.99 smiles=CCN(C)C.O
C 0.6549 0.0458 -1.9547 -1.445 2.142 0.324
C 1.1148 0.0700 -0.4451 -0.315 0.811 2.002
N 0.0543 -0.1299 0.6744 1.177 -0.926 0.052
C 0.6108 -0.2927 2.1845 -1.661 -0.822 -3.697
C -0.7636 0.9999 0.7527 -1.656 1.907 2.854
H 0.0184 -0.7915 -2.3415 1.123 0.268 0.905
H -0.0216 0.9322 -2.1587 0.546 -0.690 0.432
H 1.4897 0.2902 -2.6261 0.073 -0.572 0.390
H 1.7721 0.9705 -0.0482 -1.246 -1.126 -1.554
H 1.7361 -0.7650 -0.3056 1.055 -1.217 0.081
H 0.0279 -1.1752 2.5724 0.992 1.116 -0.009
H 0.4481 0.6518 2.6795 -0.041 -0.002 0.425
H 1.6389 -0.4362 1.9898 1.249 -0.665 0.624
H -0.1845 1.9383 0.8774 0.064 0.008 -0.070
H -1.4411 1.1892 -0.0459 -0.570 -0.246 -0.918
H -1.3837 0.9533 1.7488 0.704 0.020 -1.999
O -1.8381 -1.7771 -1.3733 -1.477 -0.776 -2.191
H -1.3874 -1.5273 -0.6003 0.890 1.003 1.871
H -2.5461 -1.1463 -1.5802 0.536 -0.233 0.477

---

19
Properties=species:S:1:pos:R:3:forces:R:3 method="wB97M-V/def2-TZVPD" e_tot_ev=-7895.5566 charge=0 e_homo_ha=-0.317 de_lowest_kj_mol=106.6 homo_lumo_gap_ev=9.695 lumo_ev=1.07 smiles=CCCNC.O
C 0.6404 0.9701 -1.8373 0.924 -0.136 0.663
C 1.1679 0.3509 -0.5153 -1.015 0.172 0.207
C 1.4142 1.3544 0.6031 -0.101 -0.099 0.459
N 0.8658 0.8968 1.8984 0.234 -0.021 -0.136
C 1.2438 -0.4665 2.2896 -0.224 -0.414 0.110
H -0.4309 0.7968 -1.8738 0.012 -0.134 -0.502
H 0.7807 2.0493 -1.8782 0.186 0.056 0.011
H 1.2103 0.5246 -2.6499 -0.534 0.027 -0.392
H 0.3385 -0.2795 -0.1815 0.289 -0.225 0.168
H 2.0411 -0.2866 -0.6131 0.028 -0.053 -0.442
H 2.4863 1.5409 0.7191 0.153 0.194 -0.289
H 0.9175 2.2895 0.3293 0.108 0.028 0.272
H 1.2424 1.5011 2.6152 -0.236 0.240 -0.038
H 1.8621 -0.4861 3.1916 0.063 0.085 -0.090
H 0.3575 -1.0680 2.5143 -0.023 0.092 0.008
H 1.7726 -1.0205 1.5129 0.135 0.191 -0.009
O -5.7350 -3.1597 -1.9346 -0.094 -0.255 0.348
H -5.6014 -2.5741 -2.6828 -0.253 0.147 0.046
H -6.5738 -2.9331 -1.5070 0.348 0.108 -0.394

---

19
Properties=species:S:1:pos:R:3:forces:R:3 method="wB97M-V/def2-TZVPD" e_tot_ev=-7895.2457 charge=0 e_homo_ha=-0.349 de_lowest_kj_mol=136.5 homo_lumo_gap_ev=10.447 lumo_ev=0.96 smiles=CCOCC.N
C -1.5787 0.8846 0.3297 0.331 0.684 -1.121
C -0.2516 1.6353 0.0735 -0.601 1.374 0.735
O 0.6727 0.7348 -0.4740 0.564 -0.478 0.749
C 2.0711 0.8153 -0.1373 -0.376 -0.244 -0.481
C 2.5172 2.2635 0.0516 0.827 -0.917 -0.522
H -1.8274 0.8601 1.3869 0.115 -0.382 0.005
H -2.4232 1.3418 -0.1916 0.074 0.043 0.023
H -1.4085 -0.0871 -0.1312 -0.351 -0.247 0.434
H -0.0162 2.1521 1.0155 0.837 -0.802 0.280
H -0.2768 2.5509 -0.5492 -0.724 -0.632 -0.458
H 2.4798 0.2562 -0.9844 0.507 0.663 -0.103
H 2.3884 0.1975 0.7131 -0.666 0.104 0.342
H 3.5613 2.3899 -0.2429 0.021 -0.110 -0.072
H 2.4906 2.5366 1.1043 -0.518 0.379 -0.154
H 1.9225 2.8498 -0.6391 -0.041 0.560 0.342
N -2.5664 -5.5550 -0.5505 -0.232 0.243 0.245
H -2.7465 -4.6133 -0.8865 0.192 -0.032 -0.143
H -3.3070 -5.7036 0.1308 0.111 -0.208 -0.023
H -1.7014 -5.5094 -0.0187 -0.071 0.000 -0.081

---

19
Properties=species:S:1:pos:R:3:forces:R:3 method="wB97M-V/def2-TZVPD" multiplicity=2 e_tot_ev=-7887.1712 charge=+1 e_homo_ha="-0.575 / -0.575" de_lowest_kj_mol=89.1 homo_lumo_gap_ev="12.359 / 7.264" lumo_ev="-3.30 / -8.39"
C -1.5410 -1.0459 0.7371 1.197 -0.511 0.792
C -1.1278 0.2193 1.4913 -0.601 0.941 -0.899
C 0.3273 0.5522 1.1933 -0.599 1.105 0.007
N 0.5558 1.0532 -0.1741 1.531 -3.077 1.052
C 1.9324 0.9876 -0.6356 -0.081 1.190 -0.581
H -0.9017 -1.8282 1.1717 -0.448 -0.281 -0.190
H -2.5801 -1.3443 0.8247 -0.039 0.214 0.069
H -1.2592 -1.0375 -0.3169 -0.301 0.164 -0.103
H -1.7483 1.0624 1.1699 0.043 0.081 0.073
H -1.2735 0.1715 2.5665 0.105 -0.326 0.067
H 0.8001 1.3115 1.8073 -0.143 0.236 0.556
H 0.9252 -0.3454 1.3831 0.423 -0.130 -0.567
H -0.0488 0.5847 -0.8404 -0.845 0.932 -0.170
H 2.6642 1.3792 0.0673 -0.261 -0.254 0.277
H 2.1073 -0.0580 -0.9063 0.102 -0.244 0.189
H 2.0405 1.5370 -1.5665 -0.100 0.148 -0.179
H -0.4425 -1.1523 -3.4341 0.066 -0.117 0.403
H -0.1570 -0.6246 -2.0235 0.010 0.581 -0.098
O -0.2728 -1.4225 -2.5149 -0.058 -0.651 -0.699

---

20
Properties=species:S:1:pos:R:3:forces:R:3 method="wB97M-V/def2-TZVPD" e_tot_ev=-9942.5381 charge=0 e_homo_ha=-0.316 de_lowest_kj_mol=160.0 homo_lumo_gap_ev=9.166 lumo_ev=0.56 smiles=C1CCNC1.O.O
C 0.1381 0.5405 -0.1662 1.910 2.845 -0.763
C 1.5348 -0.2627 -0.0788 -0.733 0.268 -1.811
C 1.5886 -0.6798 1.3681 -0.497 -0.136 3.468
N 0.2493 -0.3054 2.0082 0.325 -0.162 -0.201
C -0.1969 0.9276 1.2955 1.852 -2.088 -0.704
H -0.7140 -0.0549 -0.4889 0.331 -0.021 -0.622
H 0.3578 1.5091 -0.8445 -1.059 -2.326 1.197
H 2.4040 0.4024 -0.2603 -0.686 -0.204 -0.286
H 1.5342 -1.0604 -0.9400 0.172 1.074 2.013
H 1.7695 -1.7123 1.6476 -0.200 -0.521 -0.677
H 2.3960 -0.2165 2.0903 -1.334 -0.050 -1.968
H -0.4996 -1.0056 1.8034 1.190 0.487 0.139
H 0.3599 1.7935 1.6355 -0.016 0.157 0.185
H -1.2319 0.9713 1.4810 -1.285 0.702 0.041
O 0.1187 1.1529 -3.6514 -0.429 -0.005 -0.266
H -0.6918 0.8672 -4.1020 0.357 0.134 0.211
H 0.6531 0.3596 -3.5792 0.080 -0.116 0.028
O -3.1666 -0.7414 0.2258 2.290 1.294 -1.201
H -3.9363 -0.9942 0.6635 -1.803 -1.114 1.002
H -2.6668 -1.4909 -0.1078 -0.466 -0.215 0.216

---

20
Properties=species:S:1:pos:R:3:forces:R:3 method="wB97M-V/def2-TZVPD" e_tot_ev=-9942.4269 charge=0 e_homo_ha=-0.328 de_lowest_kj_mol=170.7 homo_lumo_gap_ev=9.589 lumo_ev=0.66 smiles=CN[C@@H](C)CO.O
C -0.2843 1.6647 -0.5926 3.067 -0.700 2.306
N 0.1110 0.2641 -0.8123 0.236 -0.198 -0.180
C 0.1972 -0.5761 0.3663 -2.281 -0.219 0.228
C 1.5763 -0.9520 0.7562 0.987 0.745 2.415
C -0.6325 -0.1008 1.5838 -0.957 -0.011 0.264
O -0.5279 -1.1908 2.4655 -1.116 -1.171 1.671
H -0.8933 1.9428 -1.3736 -0.768 1.347 -2.004
H -0.9277 1.6885 0.2872 0.167 0.139 -0.087
H 0.6551 2.2958 -0.3567 -1.743 -0.357 -0.683
H 1.0041 0.0704 -1.2848 -0.656 1.088 -0.196
H -0.2558 -1.5289 0.0528 -0.372 0.189 0.450
H 2.2800 -0.1597 0.5042 0.251 -0.116 -0.120
H 1.6828 -1.1525 1.8684 -0.217 0.256 -1.302
H 1.7774 -1.8675 0.2809 0.965 -1.017 -0.740
H -1.7521 -0.0089 1.4176 1.362 0.539 -0.577
H -0.2528 0.8063 2.1360 -0.215 -0.558 -0.929
H -1.4067 -1.3550 2.8837 1.275 0.230 -0.479
O -0.4370 0.0929 -3.5797 -0.582 0.108 1.375
H -1.2845 -0.0523 -4.0207 0.220 0.041 0.191
H -0.6291 0.1190 -2.5821 0.380 -0.334 -1.602

---

20
Properties=species:S:1:pos:R:3:forces:R:3 method="wB97M-V/def2-TZVPD" e_tot_ev=-9942.3323 charge=0 e_homo_ha=-0.329 de_lowest_kj_mol=179.9 homo_lumo_gap_ev=9.742 lumo_ev=0.78 smiles="C/C=C/CN.O.O"
C 1.1606 -0.1279 -2.3671 0.323 0.398 -0.187
C 0.7047 0.0161 -0.9501 1.293 0.186 0.556
C -0.2191 0.9037 -0.6017 0.344 -1.284 2.470
C -0.4401 1.2675 0.8595 -1.800 2.844 -0.410
N 0.7197 1.1015 1.6324 1.862 1.310 -2.030
H 1.5829 0.7989 -2.8006 -0.202 -0.255 0.499
H 1.9553 -0.8333 -2.3340 0.676 -0.742 -0.547
H 0.4157 -0.4479 -3.0721 -0.508 -0.356 -0.227
H 1.3804 -0.5175 -0.1707 -1.441 1.305 -1.204
H -0.9096 1.3044 -1.2758 -0.658 0.848 -1.335
H -0.7081 2.3885 0.9319 0.233 -1.149 -0.772
H -1.3827 0.9014 1.3180 0.857 -0.609 -0.220
H 1.3014 1.9453 1.6373 -0.387 -0.833 0.323
H 0.6294 0.6723 2.4698 -0.309 -1.359 3.032
O -2.1178 -1.2588 0.1844 -1.444 1.497 0.078
H -2.6698 -0.4371 0.3803 1.058 -1.848 -0.265
H -1.5704 -0.9587 -0.5527 0.097 -0.018 -0.002
O -0.0859 -2.3641 1.8967 -1.583 -0.592 0.907
H 0.8059 -2.1933 1.7250 2.123 0.394 -0.376
H -0.5523 -2.1611 1.0895 -0.536 0.262 -0.290

---

20
Properties=species:S:1:pos:R:3:forces:R:3 method="wB97M-V/def2-TZVPD" e_tot_ev=-9943.6818 charge=0 e_homo_ha=-0.347 de_lowest_kj_mol=49.7 homo_lumo_gap_ev=10.284 lumo_ev=0.83 smiles=C[C@H](N)CCO.O
C 1.7865 -0.5083 0.5535 -0.513 0.664 0.263
C 0.7400 -0.4973 -0.5492 0.859 -0.544 -0.799
N 1.0151 0.6390 -1.4613 -0.159 -0.350 0.103
C -0.6934 -0.4591 -0.0674 0.496 0.500 0.122
C -1.7256 -0.5748 -1.1723 -0.121 -0.797 -0.071
O -1.6049 -1.8269 -1.8807 -0.168 0.130 0.492
H 1.5829 -1.2735 1.2951 0.012 -0.230 0.043
H 1.8382 0.4550 1.0752 -0.111 -0.056 -0.091
H 2.7531 -0.6811 0.1099 0.468 -0.161 -0.055
H 0.9063 -1.4455 -1.0926 -0.312 0.106 0.073
H 0.4115 0.5232 -2.2682 -0.003 0.180 -0.072
H 1.9556 0.5366 -1.8381 -0.078 0.075 0.173
H -0.8302 -1.2782 0.6409 -0.136 -0.021 0.103
H -0.7897 0.4863 0.4794 -0.385 -0.065 0.002
H -2.7284 -0.4885 -0.7418 0.003 0.100 -0.100
H -1.6229 0.1678 -1.9546 0.042 0.328 0.079
H -1.8335 -2.5311 -1.2568 0.102 0.152 -0.245
O -0.5626 2.7469 3.6603 -0.143 -0.278 0.321
H -0.8359 3.5658 3.2445 0.160 0.071 -0.195
H 0.2378 2.4436 3.2246 -0.014 0.196 -0.145

---

20
Properties=species:S:1:pos:R:3:forces:R:3 method="wB97M-V/def2-TZVPD" e_tot_ev=-9939.3088 charge=0 e_homo_ha=-0.303 de_lowest_kj_mol=471.6 homo_lumo_gap_ev=9.075 lumo_ev=0.82
C 0.7176 -0.3963 0.3058 -0.282 2.399 1.169
C 0.1045 -0.6372 1.6503 -0.149 0.003 -0.006
C 2.1357 0.0877 0.2749 -0.031 0.204 -0.314
N -0.6461 -0.6074 -2.1920 -1.167 -0.142 0.413
O -1.8720 -1.2229 -1.7631 0.494 -0.230 -0.216
H -1.6074 -2.0404 -1.3105 -0.098 0.389 0.038
H -0.1679 -1.1986 -2.8705 -0.133 1.264 0.283
H 0.6257 -1.2948 -0.2994 -0.820 0.793 -0.824
H 0.4178 0.1283 2.3601 -0.094 -0.101 0.097
H 2.8164 -0.7216 0.5695 -0.109 0.137 0.098
H 0.3786 -1.6381 2.0095 0.178 0.209 0.008
H -0.9879 -0.6550 1.5828 0.104 0.107 -0.009
H 2.2603 0.9754 0.8951 0.072 -0.222 0.155
H 2.4042 0.3839 -0.7436 -0.064 -0.114 0.057
C -1.2344 1.7179 0.2715 -0.555 -0.761 0.451
O -0.0086 1.2387 -0.2012 1.491 -2.534 -0.316
H -0.5565 0.3230 -1.7054 0.813 -1.434 -1.097
H -1.6853 2.4074 -0.4578 0.325 -0.139 -0.002
H -1.9600 0.8957 0.3980 0.019 0.273 0.070
H -1.1348 2.2544 1.2258 0.007 -0.102 -0.056

---

20
Properties=species:S:1:pos:R:3:forces:R:3 method="wB97M-V/def2-TZVPD" e_tot_ev=-9943.4659 charge=0 e_homo_ha=-0.348 de_lowest_kj_mol=70.5 homo_lumo_gap_ev=10.315 lumo_ev=0.84 smiles=CC[C@@H](N)CO.O
C -0.6072 0.7384 -1.3912 -0.058 0.699 -0.556
C -0.5010 0.3189 0.0596 -0.049 -0.809 -0.408
C 0.8902 0.4590 0.6404 0.630 -0.545 -0.376
N 1.2316 1.8441 0.9632 -0.391 0.751 -0.481
C 1.1095 -0.4236 1.8551 -0.040 -0.382 -0.507
O 1.4951 -1.7194 1.3599 0.146 0.390 0.081
H -1.6096 0.8022 -1.8238 -0.151 0.060 0.610
H -0.1594 1.7378 -1.4699 -0.052 -0.128 -0.281
H -0.1091 0.0954 -2.1075 0.571 -0.291 0.167
H -1.1410 0.9314 0.6431 -0.806 0.781 0.685
H -0.8811 -0.6927 0.2306 0.226 -0.099 -0.153
H 1.6082 0.0381 -0.0743 -0.007 0.178 -0.196
H 2.0796 2.1466 0.4988 0.230 -0.300 0.182
H 0.5422 2.4727 0.5531 -0.100 -0.157 0.310
H 1.8901 0.0684 2.4387 -0.047 -0.350 0.307
H 0.1834 -0.5756 2.3999 -0.138 0.434 0.521
H 1.5488 -2.3050 2.1153 0.038 -0.213 0.093
O -2.7288 -1.6774 -2.1966 -0.293 0.299 0.043
H -1.8865 -1.9391 -1.8231 0.165 -0.178 -0.034
H -2.9549 -2.3205 -2.8714 0.124 -0.140 -0.007